17
Properties=species:S:1:pos:R:3:forces:R:3:lowdin_charge:R:1 method="wB97M-V/def2-TZVPD" largest_force_ev_per_a=2.3 e_above_lowest_kcal_mol=113.8 total_energy_ev=-10807.5280 homo_lumo_gap_ev=8.506 smiles="N[C@H](C=O)[C@H]1N[C@@H]1N" spin_multiplicity=1 homo_ev=-7.91
C 0.305 -0.971 -0.614 -0.7 0.4 -0.3 -0.302
N -0.187 0.134 -1.476 -0.2 0.2 -0.2 0.029
N -0.432 -2.191 -0.767 0.0 0.0 0.0 0.032
N 0.432 2.415 0.350 0.0 0.0 -0.1 0.055
C 0.491 -0.057 1.245 -0.3 2.1 0.8 -0.299
C -0.891 0.435 -0.291 0.8 -1.4 -0.5 -0.126
C -0.436 1.346 0.704 1.0 -0.7 0.9 -0.298
O 1.678 0.188 1.433 -0.5 -0.5 -0.5 -0.043
H -0.805 -0.222 -2.201 0.1 0.0 0.1 0.113
H 1.391 -1.017 -0.651 -0.1 0.2 0.2 0.131
H -0.407 -2.750 0.079 0.0 0.0 -0.1 0.073
H -0.071 -2.764 -1.527 0.0 0.1 0.1 0.077
H 0.882 2.209 -0.537 -0.1 0.0 0.1 0.076
H 1.181 2.476 1.038 -0.1 -0.1 -0.1 0.079
H -0.143 -0.721 1.836 0.0 -0.2 -0.3 0.129
H -1.817 -0.097 -0.086 0.0 -0.1 -0.1 0.145
H -1.170 1.587 1.467 -0.1 0.0 -0.1 0.130


15
Properties=species:S:1:pos:R:3:forces:R:3:lowdin_charge:R:1 method="wB97M-V/def2-TZVPD" largest_force_ev_per_a=5.6 s2=0.765 e_above_lowest_kcal_mol=32.0 total_energy_ev=-6811.4891 homo_lumo_gap_ev="9.930 / 7.754" spin_multiplicity=2 total_charge=+1 homo_ev="-13.98 / -14.96"
C 1.357 1.114 0.171 0.6 -0.6 0.4 -0.022
N 0.140 -0.982 2.063 1.3 5.4 -1.0 0.172
C -0.370 -0.648 0.818 0.0 -1.3 1.7 -0.038
C 0.196 0.264 -0.071 -1.8 0.1 -1.7 -0.227
C -0.553 0.455 -1.375 1.1 0.8 1.9 -0.079
C -1.090 -0.601 -1.983 -1.7 1.1 -1.2 0.087
H 1.718 1.243 -0.878 0.9 0.0 1.2 0.115
H 2.016 0.578 0.959 -0.5 1.4 -1.6 0.129
H 1.033 2.123 0.496 0.3 -0.4 0.1 0.122
H 0.478 -0.166 2.752 -0.2 -2.2 -2.5 0.210
H -0.395 -1.538 2.623 -2.0 -2.4 1.4 0.070
H -1.305 -1.182 0.513 1.2 0.2 0.3 0.156
H -0.539 1.530 -1.674 -0.4 -1.0 -0.2 0.142
H -0.807 -1.538 -1.644 0.3 -1.8 0.8 0.052
H -1.880 -0.654 -2.769 1.2 0.7 0.3 0.111